Below is a 2-piece molecular cluster, C33H39ClF3N3O8PS2 overall, with properties calculated with ωB97M-V/def2-TZVPD.

**LUMO level**: 0.04250 hartree
**Strongest force on any atom**: 0.0161 Eh/bohr
**2S+1**: 1
**Charge**: -1
**HOMO level**: -5.6 eV

Last column: Löwdin charge in e.
CARTESIAN COORDINATES (ANGSTROEM)
1 C 6.848 -2.140 -0.431  -0.096
2 C 6.398 -3.600 -0.485  -0.225
3 C 4.868 -3.847 -0.473  -0.140
4 C 4.042 -2.704 0.060  -0.128
5 C 3.834 -2.564 1.435  -0.165
6 C 4.571 -3.461 2.404  -0.156
7 C 3.722 -4.470 3.131  -0.263
8 N 3.285 -5.495 2.532  0.112
9 C 2.984 -1.570 1.920  -0.434
10 S 2.664 -1.421 3.667  0.881
11 C 2.396 -0.673 1.037  -0.083
12 C 2.644 -0.776 -0.332  -0.017
13 C 3.473 -1.789 -0.828  -0.125
14 C 3.701 -1.921 -2.313  -0.148
15 P 2.514 -3.041 -3.071  0.437
16 O 1.802 -3.945 -2.160  -0.255
17 O 3.408 -3.743 -4.202  -0.123
18 O 1.513 -2.129 -3.934  -0.125
19 C 1.953 0.232 -1.208  -0.257
20 O 2.431 0.662 -2.241  0.106
21 C 0.609 0.654 -0.735  -0.078
22 C -0.348 1.042 -1.646  0.044
23 C -1.623 1.380 -1.216  -0.140
24 C -2.591 1.782 -2.305  -0.141
25 C -3.191 0.587 -3.080  -0.174
26 C -4.594 0.850 -3.636  -0.169
27 C -5.776 0.332 -2.800  -0.135
28 N -5.486 -0.864 -2.036  -0.136
29 C -5.536 -0.953 -0.672  -0.116
30 C -5.209 -2.235 -0.302  -0.100
31 C -4.948 -2.958 -1.496  -0.097
32 C -5.129 -2.084 -2.542  -0.113
33 C -1.933 1.330 0.150  -0.073
34 C -3.363 1.570 0.575  -0.221
35 N -3.823 0.613 1.584  0.013
36 C -0.921 1.104 1.096  -0.076
37 C -1.120 1.340 2.573  -0.160
38 C -0.980 2.830 2.943  -0.696
39 C -0.369 3.026 4.322  -0.125
40 Cl -2.530 3.691 2.893  0.713
41 C 0.341 0.728 0.630  -0.026
42 C 1.527 0.469 1.496  -0.290
43 O 1.841 1.152 2.444  0.095
44 H 6.551 -1.589 -1.323  0.069
45 H 6.462 -1.626 0.448  0.076
46 H 7.937 -2.103 -0.383  0.071
47 H 6.811 -4.047 -1.391  0.104
48 H 6.865 -4.129 0.348  0.095
49 H 4.658 -4.742 0.112  0.108
50 H 4.533 -4.100 -1.476  0.088
51 H 5.341 -4.020 1.881  0.093
52 H 5.073 -2.829 3.140  0.109
53 H 3.533 -4.285 4.191  0.096
54 H 2.748 -6.077 3.172  0.047
55 H 1.985 -2.568 3.781  -0.116
56 H 4.696 -2.300 -2.544  0.093
57 H 3.612 -0.958 -2.806  0.092
58 H 2.870 -4.021 -4.953  0.083
59 H 0.608 -2.338 -3.666  0.087
60 H -0.086 1.072 -2.696  0.132
61 H -2.004 2.367 -3.016  0.121
62 H -3.366 2.454 -1.943  0.110
63 H -2.539 0.413 -3.939  0.108
64 H -3.145 -0.323 -2.482  0.106
65 H -4.686 0.466 -4.651  0.101
66 H -4.706 1.934 -3.721  0.111
67 H -6.151 1.083 -2.107  0.121
68 H -6.601 0.099 -3.477  0.120
69 H -5.799 -0.100 -0.071  0.102
70 H -5.161 -2.595 0.712  0.091
71 H -4.661 -3.993 -1.565  0.088
72 H -5.024 -2.247 -3.602  0.118
73 H -3.440 2.583 0.976  0.060
74 H -4.012 1.532 -0.304  0.084
75 H -3.579 -0.329 1.302  0.071
76 H -4.825 0.667 1.693  0.064
77 H -2.073 0.953 2.920  0.092
78 H -0.333 0.829 3.123  0.101
79 H -0.317 3.289 2.211  0.114
80 H -0.259 4.093 4.515  0.074
81 H -1.019 2.603 5.089  0.076
82 H 0.619 2.569 4.352  0.068
83 C -2.082 8.941 2.209  -0.672
84 F -1.018 9.586 2.717  0.098
85 F -3.013 8.888 3.178  0.098
86 F -2.579 9.712 1.225  0.097
87 S -1.636 7.260 1.596  0.412
88 O -1.130 6.618 2.790  -0.363
89 O -0.646 7.555 0.581  -0.340
90 O -2.906 6.769 1.105  -0.353

Forces on atoms 1 to 6 (eV/Å):
C 0.17 -0.17 -0.06
C 0.07 0.10 -0.09
C 0.18 -0.12 0.01
C -0.11 -0.14 -0.06
C 0.05 -0.13 0.02
C 0.17 0.05 0.14